Record 1
This record from the Open Molecules 2025 dataset describes 5 unconnected molecules or ions with the total composition C7H22O4. The level of theory is ωB97M-V with the def2-TZVPD basis set.

Each line ends with the Löwdin charge.
Positions of all 33 atoms, in Å:
1 C -0.846 0.863 2.377  0.03
2 C -0.391 0.108 1.315  -0.32
3 C -1.389 -0.898 0.941  -0.10
4 C 1.062 0.120 0.808  -0.17
5 C 1.223 0.280 -0.689  -0.18
6 C 2.835 0.115 -0.825  -0.20
7 C 3.179 -1.411 -1.196  -0.09
8 H -1.835 0.703 2.815  0.06
9 H -0.145 1.602 2.811  0.07
10 H -1.680 -1.470 1.777  0.08
11 H -1.334 -1.433 -0.088  0.13
12 H -2.311 -0.353 0.741  0.01
13 H 1.659 0.995 1.068  0.12
14 H 1.545 -0.756 1.164  0.10
15 H 0.899 1.288 -0.970  0.10
16 H 0.886 -0.407 -1.359  0.06
17 H 3.452 0.494 -0.095  0.06
18 H 3.047 0.751 -1.784  0.13
19 H 2.943 -2.213 -0.470  0.05
20 H 2.538 -1.731 -2.133  0.11
21 H 4.193 -1.321 -1.163  0.02
22 O -2.461 2.514 -0.481  -0.11
23 H -2.317 2.687 0.447  0.00
24 H -2.899 1.548 -0.378  0.07
25 O -0.465 2.775 -2.999  -0.03
26 H -1.245 3.163 -2.705  -0.02
27 H -0.272 2.105 -2.342  -0.01
28 O -4.080 0.538 0.595  -0.09
29 H -3.788 -0.467 0.694  0.12
30 H -4.052 0.880 1.473  0.03
31 O 0.614 -4.045 0.280  0.00
32 H 0.770 -3.598 -0.550  0.03
33 H 0.664 -3.425 0.922  -0.04

Results
2S+1: 1
E: -580.7259 Eh
Charge: 0
Structure (SMILES): C=C(C)CCCC.O.O.O.O
F_max: 0.1234 Eh/bohr

Record 2
This record from the Open Molecules 2025 dataset describes a molecular structure, C7H23Cl2N7O4V. The level of theory is ωB97M-V with the def2-TZVPD basis set.

Each line ends with the Mulliken spin population.
Positions of all 44 atoms, in Å:
1 V 0.956 -8.206 10.954  2.97
2 Cl -1.090 -7.270 9.636  0.00
3 Cl 3.150 -8.885 12.397  0.00
4 C 1.639 -11.201 9.643  0.00
5 O 1.150 -10.092 9.814  0.00
6 N 2.752 -11.612 10.182  0.00
7 N 1.027 -12.120 8.973  0.00
8 H 2.905 -12.611 10.205  0.00
9 H 3.316 -10.967 10.716  0.00
10 H 1.514 -13.002 8.907  0.00
11 H 0.071 -12.066 8.652  0.00
12 C 3.542 -7.341 8.903  0.00
13 O 2.518 -7.237 9.580  0.00
14 N 4.373 -8.335 8.998  0.00
15 N 3.950 -6.479 7.962  0.00
16 H 5.181 -8.249 8.398  0.00
17 H 4.294 -9.120 9.629  0.00
18 H 4.912 -6.528 7.658  0.00
19 H 3.601 -5.531 7.965  0.00
20 C 0.561 -5.179 12.520  0.00
21 O 1.054 -6.166 11.908  -0.01
22 N -0.621 -4.760 12.405  0.00
23 N 1.301 -4.448 13.276  0.00
24 H -1.239 -5.375 11.896  0.00
25 H -0.928 -3.943 12.913  0.00
26 H 0.932 -3.567 13.603  0.00
27 H 2.160 -4.885 13.579  0.00
28 C -1.131 -11.164 12.273  0.01
29 C -1.522 -9.670 12.419  -0.04
30 C -2.673 -9.483 13.415  0.00
31 O -3.063 -8.099 13.723  0.00
32 C -3.854 -7.492 12.717  0.00
33 N -0.415 -8.789 12.644  -0.01
34 H -1.947 -11.885 12.220  0.00
35 H -0.458 -11.568 13.029  0.00
36 H -0.721 -11.192 11.263  0.00
37 H -1.871 -9.322 11.447  0.02
38 H -2.258 -10.008 14.275  0.00
39 H -3.517 -10.080 13.069  0.00
40 H -3.693 -6.426 12.556  0.00
41 H -4.867 -7.528 13.118  0.00
42 H -3.871 -8.073 11.794  0.00
43 H -0.973 -8.044 13.034  0.01
44 H -0.107 -9.306 13.455  0.01

Results
2S+1: 4
E: -2829.3420 Eh
<S²>: 3.754
Charge: 0
F_max: 0.1156 Eh/bohr

Record 3
This record from the Open Molecules 2025 dataset describes 6 unconnected molecules or ions with the total composition C7H23O6. The level of theory is ωB97M-V with the def2-TZVPD basis set.

Each line ends with the Löwdin charge.
Positions of all 36 atoms, in Å:
1 C -0.526 2.653 0.793  -0.32
2 O 0.510 3.035 1.640  -0.21
3 C -0.765 1.165 1.189  -0.15
4 C -0.667 0.162 -0.031  -0.20
5 C 0.695 -0.370 -0.160  -0.37
6 C 1.580 -0.039 -1.118  0.04
7 C 0.957 -1.644 0.647  -0.20
8 C 0.603 -1.425 2.125  -0.12
9 H -0.317 2.699 -0.263  0.09
10 H -1.390 3.231 1.144  0.09
11 H -1.902 1.095 1.508  0.12
12 H -0.011 0.851 1.944  0.08
13 H -0.806 0.688 -0.974  0.10
14 H -1.366 -0.754 0.097  0.13
15 H 2.609 -0.448 -0.923  0.08
16 H 1.599 0.686 -1.932  0.06
17 H 0.424 -2.470 0.175  0.08
18 H 1.986 -2.112 0.780  0.13
19 H -0.453 -1.202 2.303  0.06
20 H 0.821 -2.329 2.657  0.06
21 H 1.046 -0.565 2.634  0.08
22 H 1.755 3.459 -1.749  -0.02
23 H 2.576 2.705 -0.672  -0.02
24 O 2.560 2.957 -1.699  -0.18
25 H 2.661 1.444 0.778  -0.07
26 H 1.548 2.791 1.343  0.01
27 O 2.708 2.373 0.782  -0.29
28 H -3.721 -0.113 -0.594  0.02
29 H -4.325 -0.108 -1.949  0.03
30 O -3.868 -0.673 -1.339  -0.03
31 H -1.926 -4.231 -0.402  0.01
32 H -0.766 -3.678 -1.280  -0.01
33 O -1.025 -4.352 -0.642  -0.06
34 H -0.095 -1.976 -2.267  0.05
35 H -1.660 -1.416 -2.162  -0.01
36 O -1.050 -2.089 -2.383  -0.04

Results
2S+1: 1
E: -731.9017 Eh
Charge: -1
F_max: 0.0638 Eh/bohr